# C2H2ClP

An isolated molecule of C2H2ClP in a non-equilibrium geometry (ωB97M-V/def2-TZVPD, the OMol25 dataset).

Each atom is followed by the atoms it is bonded to, with distances in Å.
Geometry (Å):
1 Cl 2.028 -1.101 -0.033  C2 1.697
2 C 0.770 0.026 0.142  Cl1 1.697, P3 1.663, C4 1.478
3 P 0.271 1.606 0.007  C2 1.663, C4 1.870
4 C -0.702 0.009 0.010  C2 1.478, P3 1.870, H5 1.270, H6 1.044
5 H -1.153 -0.533 -1.046  C4 1.270
6 H -1.214 -0.007 0.920  C4 1.044

The value obtained for the lowest unoccupied orbital energy is -0.1 eV. The energy relative to the best compared isomer or geometry (same formula, charge and spin) is 1.636 eV. As for the structure (SMILES): ClC1=PC1. The HOMO-LUMO gap comes out at 8.6787 eV. As for the spin multiplicity: 1. The calculation puts the HOMO energy at -8.82 eV.